one | Computed, not measured: a structure of composition C6H16N2, with the ωB97M-V functional and the def2-TZVPD basis.

XYZ file:
```
24
Properties=species:S:1:pos:R:3:lowdin_charge:R:1
N 2.594 -0.749 0.033 -0.14
N 0.141 0.130 0.684 -0.02
C -2.789 0.466 -0.043 -0.30
C 0.410 -1.094 1.095 -0.06
C 1.633 0.253 0.521 -0.31
C 3.905 -0.274 0.104 -0.19
C -2.241 -0.726 -0.906 -0.11
C -2.873 1.748 -0.883 -0.12
H -1.196 -0.455 -1.180 0.06
H 2.567 -1.528 0.704 0.10
H -2.179 0.583 0.724 0.01
H 0.062 -2.062 0.513 0.12
H 2.091 0.605 1.478 0.12
H 1.763 1.072 -0.165 0.12
H 4.333 -0.096 1.065 0.06
H -1.869 1.864 -1.378 0.08
H 4.211 0.704 -0.370 0.11
H -3.685 1.585 -1.682 0.09
H 0.314 -1.275 2.170 0.10
H -3.765 0.164 0.243 0.08
H -2.031 -1.637 -0.326 0.06
H -2.775 -0.943 -1.690 0.00
H -3.191 2.664 -0.348 0.06
H 4.570 -0.999 -0.364 0.08
```

HOMO level, eV: -7.9
Kohn-Sham gap, eV: 7.2079
Net charge: 0



two | Computed, not measured: the molecule C6H16N2, with the ωB97M-V functional and the def2-TZVPD basis.

XYZ file:
```
24
Properties=species:S:1:pos:R:3:lowdin_charge:R:1
N 0.544 0.364 0.622 -0.06
N -2.952 -0.749 0.336 -0.13
C 2.939 0.085 0.488 -0.08
C -2.548 -2.079 -0.112 -0.14
C 1.657 0.308 -0.303 -0.49
C 1.806 1.555 -1.183 -0.07
C -1.890 0.015 0.961 -0.24
C -0.768 0.510 0.027 -0.23
H 3.199 0.972 1.061 0.07
H 0.873 1.755 -1.718 0.06
H -0.783 -0.154 -0.834 0.11
H 1.503 -0.556 -0.957 0.13
H 0.732 1.047 1.347 0.12
H -1.478 -2.264 -0.012 0.07
H 2.844 -0.774 1.156 0.08
H -1.023 1.522 -0.321 0.11
H 3.771 -0.105 -0.204 0.08
H -2.867 -2.273 -1.140 0.08
H -2.337 0.817 1.546 0.10
H -1.427 -0.624 1.708 0.11
H -3.366 -0.272 -0.453 0.09
H 2.015 2.417 -0.555 0.08
H -3.016 -2.874 0.480 0.07
H 2.570 1.357 -1.939 0.08
```

HOMO level, eV: -8.3
Kohn-Sham gap, eV: 9.4276
Net charge: 0



three | Computed, not measured: the molecule C6H16N2, with the ωB97M-V functional and the def2-TZVPD basis.

XYZ file:
```
24
Properties=species:S:1:pos:R:3:lowdin_charge:R:1
N 1.025 2.930 -1.204 -0.01
N 0.259 -1.776 0.613 -0.30
C 1.318 -2.702 0.434 -0.13
C -0.380 0.643 0.583 -0.18
C -0.999 1.654 -0.394 -0.21
C -1.055 -2.325 0.883 -0.09
C 0.255 -0.544 -0.156 -0.21
C -0.268 2.999 -0.562 -0.30
H -0.854 -3.144 1.579 0.08
H -1.131 0.446 1.341 0.10
H 1.037 -3.738 0.188 0.08
H 2.025 -2.798 1.267 0.08
H -0.318 -0.769 -1.069 0.11
H -0.103 3.403 0.441 0.10
H -1.443 -2.718 -0.062 0.09
H -0.992 1.235 -1.410 0.10
H 1.287 -0.249 -0.327 0.11
H -1.673 -1.693 1.515 0.07
H 1.573 2.173 -0.821 0.05
H 1.072 2.813 -2.206 0.06
H 1.926 -2.532 -0.440 0.07
H -2.064 1.861 -0.265 0.10
H -0.939 3.702 -1.050 0.10
H 0.441 1.127 1.121 0.11
```

HOMO level, eV: -8.0
Kohn-Sham gap, eV: 9.0098
Net charge: 0



What should be chosen as the least stable of them? Choose one.



one | Computed, not measured: the molecule C6H16N2, with the ωB97M-V functional and the def2-TZVPD basis.

XYZ file:
```
24
Properties=species:S:1:pos:R:3:lowdin_charge:R:1
N -0.921 -0.685 1.871 -0.14
N 0.172 1.775 -0.011 -0.12
C 0.106 0.310 -0.173 -0.34
C 1.204 -0.139 -1.288 -0.17
C -0.475 2.617 -0.972 -0.15
C 0.330 -0.286 1.195 -0.22
C -0.764 -1.871 2.751 -0.12
C 0.556 -0.875 -2.494 -0.10
H 0.309 -2.030 2.778 0.06
H -0.182 1.923 0.933 0.10
H -1.633 -0.793 1.156 0.08
H 1.113 -0.576 -3.402 0.07
H -0.837 -0.105 -0.616 0.13
H -0.494 -0.615 -2.700 0.07
H -1.637 2.528 -0.996 0.11
H 1.733 -0.804 -0.637 0.07
H 1.718 0.757 -1.586 0.09
H -0.107 3.664 -0.889 0.08
H -1.283 -2.801 2.508 0.07
H 0.967 -1.206 1.094 0.11
H -0.074 2.289 -1.935 0.07
H 0.780 0.403 1.954 0.13
H -1.270 -1.558 3.703 0.08
H 0.689 -1.921 -2.245 0.06
```

HOMO level, eV: -8.4
Kohn-Sham gap, eV: 9.5746
Net charge: 0



two | Computed, not measured: a structure of composition C6H16N2, with the ωB97M-V functional and the def2-TZVPD basis.

XYZ file:
```
24
Properties=species:S:1:pos:R:3:lowdin_charge:R:1
N -0.849 0.381 1.796 -0.23
N 0.993 -1.376 0.200 0.08
C -1.335 -1.004 1.836 -0.11
C 0.509 -0.224 -0.219 -0.53
C 1.040 -0.920 -2.618 -0.12
C -0.096 0.738 0.638 -0.09
C -0.047 0.620 3.014 -0.09
C 0.730 0.224 -1.680 -0.22
H -1.435 -1.394 0.831 0.07
H -1.657 2.181 -3.896 0.01
H -0.643 0.297 3.864 0.09
H -1.272 2.817 -3.832 0.01
H 1.241 -0.629 -3.646 0.07
H 0.241 -1.654 -2.599 0.07
H 0.910 0.094 2.982 0.08
H 1.562 0.945 -1.665 0.12
H -0.125 0.827 -2.004 0.08
H 1.671 -1.225 0.941 0.04
H 1.905 -1.428 -2.197 0.06
H -2.327 -1.022 2.261 0.08
H -0.847 0.012 -0.287 0.22
H -0.632 -1.698 2.288 0.09
H 0.224 1.680 3.110 0.08
H 0.238 1.759 0.882 0.14
```

HOMO level, eV: -8.1
Kohn-Sham gap, eV: 8.5000
Net charge: 0



What should be chosen as the least stable of them? Choose two.



one | Computed, not measured: the molecule C4H6BrNO2, with the ωB97M-V functional and the def2-TZVPD basis.

XYZ file:
```
14
Properties=species:S:1:pos:R:3:lowdin_charge:R:1
Br 0.944 2.337 -0.454 0.73
O 0.573 -0.195 1.836 0.01
O -1.768 0.692 -1.376 0.00
N 1.445 -2.724 -0.131 0.18
C 1.431 -1.608 0.217 -0.17
C -0.939 0.224 -0.408 -0.37
C 1.254 -0.206 0.651 -0.51
C 0.561 0.394 -0.521 -0.60
H 1.009 -0.868 2.398 0.14
H -1.102 -0.935 -0.436 0.17
H -1.273 0.447 0.587 0.11
H 0.874 0.104 -1.564 0.14
H -1.297 1.382 -1.724 0.01
H 2.333 0.128 0.705 0.16
```

HOMO level, eV: -10.7
Kohn-Sham gap, eV: 11.0229
Net charge: 0



two | Computed, not measured: the molecule C4H6BrNO2, with the ωB97M-V functional and the def2-TZVPD basis.

XYZ file:
```
14
Properties=species:S:1:pos:R:3:lowdin_charge:R:1
Br 0.189 0.959 -2.953 0.75
O -2.184 1.205 1.539 0.08
O -1.605 -0.801 0.838 0.00
N -1.476 0.425 0.929 -0.41
C 1.124 -0.890 0.643 -0.09
C 0.743 0.179 -0.295 -0.48
C -0.453 1.017 0.150 0.00
C -0.064 -0.245 -1.526 -0.42
H 1.635 0.848 -0.644 0.15
H 1.794 -0.690 1.430 0.06
H -0.860 -0.898 -1.310 0.06
H -0.573 2.045 -0.056 0.11
H 1.555 -1.833 0.142 0.12
H 0.176 -1.322 1.112 0.09
```

HOMO level (alpha / beta), eV: -9.0 / -9.0
Kohn-Sham gap (alpha / beta), eV: 7.8117 / 7.8087
Net charge: 0



What should be chosen as the least stable of them? Choose two.



one | Computed, not measured: the molecule C4H4O2S, with the ωB97M-V functional and the def2-TZVPD basis.

XYZ file:
```
11
Properties=species:S:1:pos:R:3:lowdin_charge:R:1
S -1.152 2.328 -1.002 0.74
O 1.119 -0.405 1.572 0.14
O -0.976 -1.442 2.042 0.14
C 0.162 -0.144 -0.724 -0.14
C 0.777 -1.056 0.270 -0.14
C -0.375 0.995 -0.244 -0.59
C 0.068 -1.145 1.523 -0.52
H -0.337 1.147 0.926 0.12
H 1.550 -1.858 -0.137 0.19
H -1.077 1.899 -2.400 -0.05
H 0.241 -0.319 -1.826 0.12
```

HOMO level, eV: -8.8
Kohn-Sham gap, eV: 9.4020
Net charge: 0



two | Computed, not measured: a cluster of 2 separate species, C4H4O2S in total, with the ωB97M-V functional and the def2-TZVPD basis.

XYZ file:
```
11
Properties=species:S:1:pos:R:3:lowdin_charge:R:1
S -3.161 -0.108 -0.654 0.78
O 0.920 1.608 -0.853 0.04
O -2.570 1.086 1.763 0.11
C -2.622 0.537 0.717 -0.82
C 0.578 0.290 1.066 -0.11
C 1.342 1.247 0.236 -0.25
C -0.465 -0.374 0.550 -0.10
H -1.063 -1.230 0.925 0.08
H -0.716 -0.201 -0.528 0.04
H 2.216 1.553 0.637 0.07
H 1.029 0.086 2.168 0.15
```

HOMO level, eV: -10.2
Kohn-Sham gap, eV: 9.3232
Net charge: 0



What should be chosen as the least stable of them? Choose one.



one | Computed, not measured: the molecule C4H4O2S, with the ωB97M-V functional and the def2-TZVPD basis.

XYZ file:
```
11
Properties=species:S:1:pos:R:3:lowdin_charge:R:1
S -0.072 1.426 0.691 0.91
O -0.316 -0.493 -1.078 -0.11
O -1.876 -1.479 1.793 -0.03
C 0.892 0.145 -1.315 -0.22
C 1.343 1.078 -0.450 -0.31
C -0.969 -0.045 0.087 -0.59
C -0.802 -0.956 1.236 -0.23
H -2.109 0.187 -0.143 0.18
H 2.297 1.744 -0.325 0.11
H 0.262 -1.223 1.670 0.16
H 1.348 -0.385 -2.167 0.13
```

HOMO level, eV: -8.6
Kohn-Sham gap, eV: 8.7522
Net charge: 0



two | Computed, not measured: the molecule C4H4O2S, with the ωB97M-V functional and the def2-TZVPD basis.

XYZ file:
```
11
Properties=species:S:1:pos:R:3:lowdin_charge:R:1
S 2.310 -0.061 -0.002 0.80
O -1.531 -1.025 -0.001 -0.01
O -0.057 2.198 0.003 0.07
C -0.357 0.876 -0.013 -0.34
C 0.562 -0.239 -0.006 -0.57
C -1.605 0.348 -0.002 -0.04
C -0.215 -1.354 -0.011 -0.14
H -2.606 0.768 0.022 0.14
H 0.889 2.287 -0.025 0.07
H 2.596 -1.387 0.027 -0.11
H 0.014 -2.411 0.010 0.13
```

HOMO level, eV: -8.5
Kohn-Sham gap, eV: 9.0231
Net charge: 0



What should be chosen as the least stable of them? Choose one.



one | Computed, not measured: the ion C4H6N2 with charge +2, with the ωB97M-V functional and the def2-TZVPD basis.

XYZ file:
```
12
Properties=species:S:1:pos:R:3:lowdin_charge:R:1
N -1.452 0.246 0.030 0.17
N 0.665 0.800 -0.059 0.21
C 0.615 -0.593 -0.102 0.14
C -0.767 -0.993 -0.046 0.01
C -0.586 1.226 0.041 0.07
C 1.911 0.009 0.079 0.18
H -0.690 -1.443 0.978 0.23
H -2.387 0.446 -0.255 0.20
H 2.411 -0.119 0.969 0.14
H -1.053 2.194 -0.182 0.21
H -1.352 -1.710 -0.756 0.25
H 2.684 -0.062 -0.697 0.19
```

HOMO level, eV: -22.5
Kohn-Sham gap, eV: 10.5649
Net charge: +2



two | Computed, not measured: the ion C4H6N2 with charge +2, with the ωB97M-V functional and the def2-TZVPD basis.

XYZ file:
```
12
Properties=species:S:1:pos:R:3:lowdin_charge:R:1
N -2.448 0.730 1.396 0.30
N 1.124 -0.428 -0.610 0.04
C 1.967 -1.356 -0.687 0.27
C 2.124 0.013 -1.467 0.09
C -1.251 0.467 0.757 -0.02
C -0.254 -0.039 0.283 0.27
H 2.012 -2.412 -0.638 0.17
H -2.707 -0.177 1.639 0.18
H 2.013 -0.015 -2.538 0.14
H -2.198 1.287 2.200 0.21
H -3.072 1.141 0.708 0.22
H 2.690 0.787 -1.044 0.12
```

HOMO level, eV: -20.7
Kohn-Sham gap, eV: 10.8555
Net charge: +2



What should be chosen as the least stable of them? Choose two.